Molecular formula: C54H43IO22S
Method: DFT, ωB97M-V with the def2-TZVPD basis set

Structure (XYZ):
```
121
Properties=species:S:1:pos:R:3:forces:R:3:mulliken_charge:R:1
I -1.867042 1.197831 0.992110 -0.562 0.092 0.341 0.19
S -1.255388 -2.559392 -0.714514 1.746 0.249 0.172 1.03
O -1.956792 -1.755199 0.454093 -1.494 -1.037 -0.309 -0.24
O -3.389710 -4.199083 -7.674813 -0.044 -0.524 -0.326 -0.57
O 3.263175 3.104168 -5.968922 0.267 0.104 -0.662 -0.54
O -3.003386 0.455381 -5.227715 0.055 0.585 0.254 -0.57
O -3.040621 4.332415 1.139759 -0.093 -0.345 -0.162 -0.55
O 4.009599 -5.842066 -8.064093 0.506 -0.426 -0.266 -0.56
O -5.182186 -4.666376 10.312506 -0.061 -0.596 0.560 -0.53
O 2.949133 6.013306 6.007332 0.038 -0.601 -0.263 -0.55
O 0.221176 -1.999988 -0.479002 -0.590 -1.422 -0.030 -0.61
O 5.422907 -0.276835 -5.611068 -0.205 -0.070 0.600 -0.53
O 7.271756 0.129078 -10.531543 0.280 0.051 -0.735 -0.54
O -0.400132 -3.970925 4.532698 0.321 -0.345 0.407 -0.56
O -4.796245 -0.839838 6.709185 -0.033 0.500 -0.358 -0.51
O 1.035824 -0.068856 0.198277 3.490 0.471 1.936 -0.55
O -0.937964 -8.874217 2.664943 -0.081 -0.837 -0.297 -0.54
O -1.662935 -2.173193 -1.980173 -1.496 1.873 -2.483 -0.44
O -1.241009 -3.923716 -0.508780 -0.175 -3.185 1.738 -0.60
O 2.657761 10.777583 8.250767 -0.027 0.615 0.308 -0.54
O 0.356076 -2.593373 -6.094447 -0.143 0.478 0.221 -0.43
O 0.484948 7.563730 3.374803 0.222 0.377 0.021 -0.59
O 1.196811 2.369753 -1.170439 -0.237 -0.087 0.227 -0.66
O -2.609404 -1.174003 3.070594 0.358 -0.477 -0.412 -0.34
C 2.880554 7.103003 6.517934 -0.038 0.477 0.205 0.40
C -3.299133 -3.135310 -7.112285 0.054 0.344 0.256 0.29
C 0.108802 5.556711 2.223073 0.055 0.027 0.013 -0.53
C -1.356555 -5.374492 2.907796 -0.002 0.169 0.042 -0.10
C 1.913609 -4.295177 -5.674993 -0.029 0.007 0.068 -0.41
C -1.493250 -6.607542 2.437380 -0.013 -0.040 -0.015 -0.49
C -2.402302 -2.953253 -5.949004 -0.279 0.011 -0.013 -0.46
C 3.600403 7.402325 7.782232 0.030 -0.072 0.001 -0.39
C 6.848397 -1.143719 -7.261899 -0.007 -0.052 0.075 -0.47
C 2.723352 9.690670 7.735862 0.009 -0.434 -0.238 0.36
C -0.817337 -7.757485 3.089438 0.044 0.650 0.206 0.23
C -3.683631 -2.437131 8.016368 0.058 0.028 -0.034 -0.28
C 1.684214 3.786275 -4.374769 0.046 0.040 -0.106 -0.53
C -3.174619 -0.258986 3.921433 -1.607 0.438 -0.258 -0.08
C 3.293478 1.858748 -3.981012 0.119 -0.026 -0.100 -0.26
C -3.780069 -3.401761 8.922672 0.018 -0.014 0.008 -0.39
C 1.195832 -3.331111 -6.543965 0.383 -0.356 -0.200 0.43
C -2.302489 -1.782891 -5.333535 -0.132 0.095 0.097 -0.11
C 3.178109 -5.098235 -7.613217 -0.357 0.328 0.169 0.33
C 7.312952 -1.041808 -8.500915 0.025 -0.029 -0.020 -0.42
C -0.772924 4.741091 1.658485 -0.123 -0.051 -0.075 0.05
C 2.075740 8.190160 5.906204 -0.085 -0.054 -0.157 -0.41
C 5.846432 -0.184243 -6.738316 0.148 0.101 -0.468 0.57
C -1.284714 -1.473797 3.398648 -0.550 -1.141 -1.744 -0.03
C -6.199821 -2.105107 8.099813 -0.029 0.016 -0.018 -0.35
C 5.846664 0.997219 -8.883112 0.008 -0.019 0.005 -0.45
C -4.086177 -1.961017 -7.568305 -0.030 -0.074 -0.079 -0.41
C 3.528085 8.601408 8.345920 0.011 0.024 0.032 -0.37
C 1.668701 2.526649 -2.279799 0.177 0.018 -0.224 0.41
C -5.094458 -3.794093 9.490275 0.049 0.437 -0.415 0.32
C 2.768444 1.668959 -2.777300 -0.102 -0.054 0.166 -0.41
C -0.400286 -1.253186 2.191226 -2.201 0.856 1.817 -1.24
C -0.523136 -5.098043 4.104912 -0.041 -0.198 -0.115 0.58
C -4.367530 0.308529 3.235543 0.253 -0.507 0.645 -1.66
C -1.764647 7.147790 2.854276 0.023 0.089 0.054 -0.44
C 6.848867 0.037509 -9.409928 -0.215 -0.022 0.535 0.27
C 0.016320 -7.478456 4.287186 0.017 -0.043 0.011 -0.44
C 2.789836 2.931004 -4.875125 -0.236 -0.088 0.526 0.45
C -2.224216 5.064198 1.648597 0.164 0.239 0.141 0.54
C -4.885822 -1.713647 7.533452 -0.028 -0.366 0.336 0.41
C -0.049681 -0.686146 -0.094220 -2.182 -0.107 -0.333 -1.08
C -3.088318 -0.610828 -5.784969 -0.007 -0.442 -0.179 0.31
C 2.459956 -4.131235 -8.482453 0.029 -0.012 -0.040 -0.42
C -0.318402 6.822255 2.863563 -0.297 -0.325 -0.195 0.33
C 2.005428 9.389925 6.473655 0.013 -0.027 0.014 -0.46
C 5.381818 0.895854 -7.643193 -0.108 0.063 0.059 -0.17
C -3.988104 -0.790826 -6.953251 -0.027 0.121 0.018 -0.40
C -2.647877 6.334406 2.290356 -0.055 -0.025 -0.022 -0.43
C -1.111576 -0.792796 1.003020 1.618 0.938 -1.032 1.11
C 1.166566 3.598793 -3.168649 -0.084 0.049 0.174 -0.53
C -6.296587 -3.069796 9.006280 -0.033 -0.005 0.011 -0.39
C 1.540724 -3.312410 -7.986594 -0.023 0.051 -0.014 -0.41
C 2.833458 -5.113695 -6.170226 0.014 -0.026 0.020 -0.36
C 0.153272 -6.245237 4.756928 0.019 0.068 0.053 -0.49
H 1.644045 -4.291927 -4.626481 -0.038 0.045 0.003 0.52
H -2.540876 0.543507 4.156208 1.499 1.046 0.379 0.49
H -2.052878 8.076825 3.328179 0.045 0.029 0.022 0.43
H -5.243162 0.029337 3.720790 -1.737 -0.296 0.921 0.42
H 2.726305 -4.136153 -9.531294 0.039 -0.050 -0.008 0.43
H -1.841212 -3.819556 -5.634943 0.016 -0.083 -0.001 0.51
H -2.094973 -6.831015 1.567024 0.009 -0.041 -0.038 0.47
H 3.368251 -5.824205 -5.554610 0.043 -0.043 -0.027 0.43
H 0.756187 -6.019681 5.626455 0.005 0.061 0.017 0.43
H -4.414743 -0.062215 2.273316 -0.132 -0.886 -2.112 0.45
H 1.002944 -2.603107 -8.602401 -0.038 0.026 0.039 0.46
H -2.917052 -3.942017 9.287703 -0.008 -0.048 0.047 0.42
H 4.650845 1.587037 -7.237184 0.038 -0.031 0.040 0.43
H 4.044545 8.841213 9.265833 -0.010 0.063 0.023 0.41
H 0.499411 -8.330466 4.746816 -0.011 -0.054 -0.031 0.41
H 1.426105 10.197892 6.046285 0.001 0.046 0.025 0.44
H -0.477530 3.815316 1.184670 -0.001 -0.044 -0.054 0.16
H -3.707047 6.553544 2.271932 -0.037 -0.050 -0.028 0.42
H 0.284696 -0.520772 2.426417 1.861 1.500 0.300 0.38
H 3.121490 0.894354 -2.107270 -0.033 0.006 0.022 0.55
H 1.027325 0.742506 -0.268926 0.640 1.885 -0.742 0.36
H 7.174175 -1.920916 -6.583251 -0.028 -0.002 0.053 0.45
H -4.735452 -2.115983 -8.420058 0.005 -0.063 -0.021 0.43
H 5.521895 1.775306 -9.560638 0.023 0.007 -0.056 0.45
H -1.240227 -2.504379 3.590689 -0.054 -0.937 0.615 -0.19
H -1.840765 -4.522144 2.445000 0.022 -0.004 0.003 0.39
H 4.180091 6.594763 8.210441 -0.006 -0.043 -0.037 0.41
H 1.333451 4.562575 -5.041090 0.013 -0.001 -0.059 0.45
H 1.555931 7.949925 4.980770 0.235 0.053 0.322 0.77
H -2.735701 -2.135030 7.589850 -0.014 0.036 -0.047 0.45
H -4.551490 0.078411 -7.267328 0.013 0.042 0.040 0.42
H 0.363381 4.211432 -2.780775 -0.027 -0.036 0.046 0.46
H -0.938107 -0.971334 4.242366 0.481 1.091 1.491 0.50
H 0.079090 -2.134611 1.961354 1.315 -1.987 -0.638 0.60
H -3.521492 -0.685820 4.821383 0.073 -0.790 1.284 0.07
H -7.244121 -3.371787 9.432022 0.004 -0.047 0.044 0.40
H -1.654760 -1.628274 -4.483175 0.018 0.019 0.038 0.56
H -4.302880 1.333435 3.142742 -0.087 2.341 -0.036 0.44
H 1.168726 5.340185 2.242507 0.030 0.033 0.038 0.49
H -0.565645 -0.205044 -0.868220 -0.683 0.661 -1.864 1.33
H 8.043311 -1.731025 -8.904044 0.010 0.019 -0.057 0.42
H 4.104128 1.252208 -4.366220 -0.006 -0.037 -0.055 0.48
H -7.062530 -1.564659 7.734174 0.010 0.046 -0.048 0.43
```
Positions in Å, forces in eV/Å.

Summary:
DFT total energy: -120663.8144 eV
frontier orbital gap: 7.0903 eV
charge: 0
multiplicity: 1

***

Molecular formula: C54H43NNaO2P2S
Method: DFT, ωB97M-V with the def2-TZVPD basis set

Structure (XYZ):
```
104
Properties=species:S:1:pos:R:3:forces:R:3:mulliken_charge:R:1
S -0.812017 1.190268 -0.203482 -1.185 1.076 -0.660 1.54
P 2.011444 1.208261 0.263652 1.004 0.613 -0.429 2.05
P -1.628092 -1.739950 0.703420 -0.822 -0.887 -0.270 2.27
Na 0.453917 -0.472969 1.670128 0.831 -0.551 0.207 0.46
O -1.119353 0.768031 1.193967 -1.021 0.667 0.684 -1.16
O 2.117707 -1.402326 2.705271 0.385 -0.186 0.353 -0.39
N 1.568024 -2.309531 0.147625 0.053 0.208 0.404 1.23
C 4.503290 0.114825 1.018961 -0.078 0.117 -0.059 -0.46
C -0.773471 2.982341 -0.039697 -0.063 -0.357 -0.337 -0.40
C -1.936711 3.712699 0.031291 0.009 -0.184 0.087 -0.11
C 4.333089 1.254208 -3.145009 0.128 0.033 -0.030 -0.79
C -5.137659 -1.185765 -2.273370 0.210 -0.166 0.238 -0.31
C 2.502783 -2.943325 0.844465 0.400 -0.038 -0.075 0.90
C 4.482197 1.403714 3.478694 -0.032 -0.008 0.075 -0.82
C 0.490041 3.611834 0.058510 0.242 0.312 0.045 -1.74
C -6.084597 -0.845564 -3.383634 -0.209 -0.093 -0.107 -0.84
C 3.927026 1.418148 -1.832799 -0.061 -0.073 0.026 -0.11
C 2.294309 -3.457614 -1.816103 0.080 0.034 0.081 -1.59
C 2.882932 3.854359 0.301567 -0.242 -0.208 -0.017 -0.06
C 1.146017 7.277962 0.167110 0.055 0.270 0.012 -0.82
C -3.123681 -0.175653 -1.195523 -0.321 -0.280 -0.071 -2.14
C -3.805387 -2.107394 2.542453 0.025 0.040 0.007 -0.78
C 3.477491 1.646516 2.560037 -0.046 0.048 -0.105 -0.84
C -0.948632 -4.350431 1.421954 -0.099 0.086 0.075 -0.83
C -5.034451 -2.299840 -1.488192 -0.193 0.173 -0.249 -1.25
C -3.516582 1.893480 -3.151056 -0.208 -0.199 -0.097 -1.47
C -3.957984 -2.375553 -0.597128 0.226 0.203 0.028 -0.36
C 3.291796 -4.095897 -1.096065 -0.155 0.146 -0.036 -0.77
C -4.399767 0.853585 -3.082560 0.253 0.141 0.098 0.44
C 3.494150 1.028819 1.309697 -0.082 -0.052 0.036 0.37
C 1.778515 3.027892 0.198647 0.313 -0.044 0.255 0.44
C 1.580828 5.842841 0.168654 0.097 -0.290 0.031 0.01
C -0.399512 7.229340 0.077792 -0.118 0.242 -0.018 -0.91
C 1.778278 0.496859 -2.391049 0.079 -0.070 0.092 0.01
C 3.464776 0.715346 -4.081045 -0.108 -0.079 -0.001 -0.82
C 1.468669 -2.569921 -1.145540 0.049 -0.097 -0.265 -0.25
C -4.307739 -2.259773 3.823768 -0.038 -0.023 0.050 -0.81
C -5.600379 0.521395 -3.915350 -0.133 0.091 -0.179 -0.84
C -0.424550 -6.076669 -0.161608 0.014 -0.075 0.025 -0.62
C -4.187464 -0.158016 -2.127855 0.118 0.070 0.100 1.53
C -3.019112 -1.369708 -0.423436 0.016 -0.320 0.150 0.15
C 0.446639 5.018421 0.080523 -0.086 -0.132 0.008 1.79
C 5.507220 0.522805 3.164883 0.052 -0.019 0.075 -0.64
C -1.296822 -3.978370 -0.919943 -0.144 0.029 0.066 -0.21
C 3.401876 -3.829255 0.257945 -0.136 0.039 0.079 -1.26
C -1.370235 -3.517284 0.391656 0.116 0.014 -0.111 0.31
C 2.650251 1.022150 -1.441784 -0.173 -0.319 0.082 0.79
C -3.482485 -2.100257 4.924334 0.088 0.022 -0.002 -0.66
C 5.513415 -0.120903 1.937745 0.040 -0.085 0.046 -0.83
C -2.151166 -1.764740 4.736753 0.092 -0.050 0.225 -0.84
C 2.184920 0.343228 -3.703747 0.034 0.107 -0.138 -0.77
C 2.811364 5.254101 0.273167 -0.147 0.323 -0.032 -1.32
C -0.829627 -5.247991 -1.194966 0.002 -0.075 -0.053 -0.90
C -1.647826 -1.629325 3.456228 -0.048 0.107 -0.216 -0.09
C -2.468313 1.926417 -2.220633 0.116 -0.020 0.040 -0.14
C -0.741815 5.770143 0.060514 -0.015 -0.250 0.015 0.22
C -2.459369 -1.814998 2.339718 0.054 0.128 0.020 1.02
C -1.943269 5.115207 0.070470 0.070 0.166 0.061 -1.35
C -0.495433 -5.628119 1.147196 0.098 -0.142 -0.009 -0.82
C -2.295573 0.980495 -1.231736 0.518 0.340 -0.070 -0.21
C 2.507030 -2.719653 2.335113 -0.075 -0.527 -0.026 -1.12
H 1.500055 -0.057084 -4.433931 -0.084 -0.094 -0.120 0.52
H -0.058425 -7.068666 -0.375383 0.025 -0.120 -0.017 0.41
H 4.613075 1.836851 -1.109843 0.038 0.018 0.017 0.35
H -1.612410 -3.330650 -1.728446 0.003 -0.017 -0.077 0.44
H 3.716354 5.835247 0.355512 0.113 0.093 0.020 0.49
H -6.046734 -1.613777 -4.157325 -0.067 0.010 -0.009 0.29
H -0.977828 -3.995726 2.445827 -0.044 -0.074 0.014 0.50
H 6.312210 -0.805881 1.695493 0.060 -0.088 -0.033 0.48
H -1.773024 2.749943 -2.283687 0.006 0.032 -0.015 0.78
H -6.367036 1.290968 -3.812808 0.002 -0.005 -0.040 0.30
H -0.603097 -1.365479 3.318282 -0.083 -0.177 0.320 0.29
H 0.671878 -2.055186 -1.662953 -0.057 0.054 -0.131 0.69
H 3.965939 -4.786431 -1.582362 0.046 -0.029 0.002 0.47
H 5.333504 1.540578 -3.441156 0.013 0.033 0.012 0.47
H 4.498888 -0.411312 0.074310 0.041 -0.019 -0.072 0.52
H 4.164458 -4.310621 0.850132 0.075 -0.039 0.119 0.56
H -0.875544 7.728398 0.924147 0.029 0.021 -0.050 0.33
H -4.482309 -2.211387 1.708444 0.023 -0.004 -0.010 0.44
H -3.828368 -3.294713 -0.039658 -0.034 0.027 -0.022 0.92
H 1.773656 -3.416560 2.763554 0.155 0.023 0.050 0.15
H 1.469744 7.785471 1.076782 0.062 0.025 -0.040 0.29
H 3.855862 3.404211 0.442352 0.042 -0.015 -0.029 0.46
H -0.775080 -5.588953 -2.217122 -0.001 -0.071 -0.131 0.45
H 2.668191 2.326227 2.801061 0.041 0.066 0.066 0.43
H -2.881398 3.188450 0.038971 -0.050 -0.005 -0.075 0.77
H -1.501653 -1.615687 5.588094 0.016 0.001 0.050 0.48
H -5.331679 0.472168 -4.971727 -0.051 0.031 0.000 0.31
H 0.781404 0.198469 -2.092021 0.060 -0.002 -0.080 0.04
H -3.873915 -2.231556 5.921565 -0.034 0.023 0.087 0.40
H 4.467674 1.902552 4.436038 0.009 0.037 0.094 0.45
H 3.494541 -2.963887 2.731999 -0.094 0.028 0.077 0.59
H 1.582666 7.811555 -0.678726 0.000 0.046 0.055 0.32
H -0.762801 7.718672 -0.827664 -0.021 0.022 0.032 0.32
H -0.196276 -6.279007 1.955870 0.047 -0.045 0.073 0.46
H -5.732205 -3.119966 -1.565002 -0.057 -0.100 -0.030 0.51
H -2.883864 5.644984 0.094992 -0.076 0.043 0.033 0.46
H -5.349690 -2.511014 3.964475 -0.056 0.019 -0.007 0.45
H -7.112354 -0.801520 -3.022187 -0.023 -0.018 -0.030 0.31
H 3.783682 0.576368 -5.101098 0.064 0.022 -0.150 0.41
H 6.297292 0.342447 3.877826 0.085 -0.026 0.049 0.41
H 2.162290 -3.640673 -2.870659 -0.037 0.013 -0.093 0.60
H -3.605838 2.675756 -3.889341 0.005 0.075 -0.067 0.47
H 2.847239 -1.012473 3.196775 -0.020 0.243 -0.057 0.18
```
Positions in Å, forces in eV/Å.

Summary:
DFT total energy: -96106.9312 eV
frontier orbital gap: 7.7950 eV
charge: +1
multiplicity: 1
energy relative to the best compared isomer or geometry (same formula, charge and spin): 0.844 eV

***

| no. | E_LUMO (eV) | HOMO level (eV) |
| --- | --- | --- |
| 1 | -1.998 | -9.09 |
| 2 | -2.133 | -9.93 |